No. 1
A molecular structure, C40H39CaN5O2 at a distorted geometry, computed with the ωB97M-V functional and the def2-TZVPD basis.

```
87
C40H39CaN5O2 (the ωB97M-V functional and the def2-TZVPD basis)
Ca -0.866 -0.704 1.120
C -4.611 -1.157 1.305
C -3.476 -1.930 1.950
C -2.941 -1.505 3.178
C -3.653 -0.410 3.945
C -1.771 -2.111 3.677
C -1.121 -1.612 4.949
C -1.189 -3.186 2.978
C 0.072 -3.853 3.489
C -1.804 -3.686 1.818
C -1.261 -4.924 1.132
C -2.955 -3.065 1.313
C -3.674 -3.642 0.111
H -5.591 -1.500 1.652
H -4.585 -1.259 0.221
H -4.530 -0.094 1.525
H -3.267 0.584 3.693
H -3.547 -0.549 5.017
H -4.718 -0.416 3.724
H -1.199 -2.354 5.750
H -1.565 -0.685 5.299
H -0.067 -1.398 4.780
H -0.106 -4.910 3.704
H 0.441 -3.392 4.399
H 0.876 -3.799 2.748
H -1.830 -5.809 1.435
H -0.217 -5.106 1.376
H -1.336 -4.850 0.045
H -3.549 -4.722 0.059
H -3.313 -3.215 -0.830
H -4.743 -3.443 0.166
C 3.104 -4.101 -1.760
C 3.937 -3.131 -1.209
C 3.433 -2.193 -0.320
C 2.087 -2.221 0.020
C 1.263 -3.200 -0.509
C 1.766 -4.141 -1.397
N 1.467 -1.229 0.870
N 2.254 -0.706 1.670
C 1.721 0.293 2.546
C 2.695 1.045 3.216
C 2.309 2.001 4.131
C 0.949 2.207 4.360
C 0.002 1.456 3.674
C 0.337 0.426 2.777
H 3.496 -4.817 -2.472
H 4.986 -3.103 -1.479
H 4.062 -1.421 0.102
H 0.222 -3.229 -0.202
H 1.112 -4.900 -1.813
H 3.742 0.903 2.966
H 3.051 2.595 4.651
H 0.637 2.959 5.078
H -1.049 1.673 3.865
C 4.312 7.544 -3.051
O 4.324 6.126 -3.047
C 3.250 5.513 -3.602
C 2.243 6.181 -4.276
C 1.178 5.457 -4.816
C 1.084 4.095 -4.645
C 2.122 3.425 -3.986
C 3.196 4.123 -3.480
N 0.012 3.399 -5.333
N -0.653 2.474 -4.819
C -0.752 2.190 -3.408
C -0.806 3.123 -2.392
C -1.118 2.776 -1.077
C -1.339 1.456 -0.697
O -1.651 1.104 0.512
C -1.230 0.451 -1.743
N -1.368 -0.863 -1.367
C -1.359 -1.784 -2.305
C -1.207 -1.491 -3.671
C -1.014 -0.196 -4.053
C -1.009 0.836 -3.081
H 5.183 7.860 -2.484
H 3.410 7.935 -2.574
H 4.384 7.943 -4.067
H 2.273 7.254 -4.402
H 0.390 5.972 -5.354
H 2.085 2.348 -3.890
H 4.009 3.615 -2.971
H -0.658 4.165 -2.631
H -1.207 3.537 -0.312
H -1.471 -2.815 -1.982
H -1.232 -2.293 -4.396
H -0.868 0.071 -5.092
```

**Total energy**: -72096.9978 eV
**HOMO-LUMO gap**: 6.70 eV
**HOMO level**: -7.0 eV



No. 2
A molecular structure, C40H40CaN9S at a distorted geometry, computed with the ωB97M-V functional and the def2-TZVPD basis.

```
91
C40H40CaN9S (the ωB97M-V functional and the def2-TZVPD basis)
Ca 0.174 -0.602 0.563
C -1.735 -3.594 -1.950
C -2.615 -3.212 -0.742
C -2.049 -3.584 0.601
C -2.749 -4.447 1.438
C -2.245 -4.749 2.691
C -1.037 -4.198 3.074
C -0.389 -3.361 2.182
N -0.876 -3.046 0.979
N -1.346 -2.456 -2.767
C -2.462 -1.881 -3.495
C -3.311 -0.834 -2.798
C -4.489 -0.428 -3.419
C -5.244 0.574 -2.839
C -4.800 1.146 -1.659
C -3.620 0.677 -1.107
N -2.894 -0.301 -1.655
C -0.329 -2.823 -3.746
C 0.948 -3.423 -3.213
C 1.639 -4.324 -4.019
C 2.837 -4.847 -3.568
C 3.296 -4.460 -2.322
C 2.536 -3.562 -1.587
N 1.385 -3.047 -2.018
H -2.278 -4.335 -2.567
H -0.822 -4.065 -1.593
H -3.599 -3.671 -0.848
H -2.746 -2.132 -0.730
H -3.691 -4.863 1.105
H -2.792 -5.404 3.358
H -0.601 -4.405 4.041
H 0.568 -2.915 2.437
H -3.136 -2.674 -3.866
H -2.058 -1.394 -4.388
H -4.796 -0.889 -4.350
H -6.168 0.904 -3.299
H -5.360 1.930 -1.168
H -3.227 1.064 -0.175
H -0.064 -1.915 -4.296
H -0.735 -3.541 -4.482
H 1.239 -4.607 -4.985
H 3.393 -5.551 -4.176
H 4.225 -4.840 -1.918
H 2.860 -3.220 -0.613
S 2.515 -1.444 1.630
C 3.323 0.057 1.146
N 4.477 0.288 1.730
N 5.053 1.521 1.414
C 4.535 2.750 1.724
C 3.219 2.945 2.169
C 2.772 4.216 2.492
C 3.599 5.327 2.380
C 4.903 5.140 1.935
C 5.367 3.878 1.613
N 2.839 0.962 0.252
N 1.753 0.642 -0.439
C 1.446 1.557 -1.434
C 0.591 1.134 -2.462
C 0.210 1.997 -3.474
C 0.690 3.302 -3.506
C 1.567 3.720 -2.507
C 1.950 2.869 -1.486
H 6.055 1.467 1.425
H 2.553 2.100 2.262
H 1.749 4.331 2.835
H 3.237 6.315 2.635
H 5.569 5.990 1.835
H 6.386 3.745 1.264
H 0.253 0.104 -2.455
H -0.462 1.649 -4.252
H 0.396 3.977 -4.300
H 1.956 4.732 -2.526
H 2.622 3.193 -0.703
C 0.719 0.383 3.993
C -0.235 1.529 3.887
C -0.193 2.534 4.830
C -1.096 3.596 4.811
C -2.098 3.613 3.844
C -2.187 2.630 2.880
C -3.307 2.690 1.890
C -1.204 1.555 2.794
N -1.184 0.684 1.810
H 1.369 0.496 4.861
H 1.353 0.292 3.111
H 0.181 -0.564 4.076
H 0.565 2.491 5.605
H -1.034 4.382 5.553
H -2.834 4.412 3.850
H -4.125 3.302 2.275
H -3.675 1.687 1.682
H -2.974 3.127 0.944
```

**Total energy**: -84814.7739 eV
**HOMO-LUMO gap (spin up / spin down)**: 5.69 / 5.19 eV
**Net charge**: -1
**HOMO level (spin up / spin down)**: -3.5 / -3.0 eV



Repeat the second record exactly.
A molecular structure, C40H40CaN9S at a distorted geometry, computed with the ωB97M-V functional and the def2-TZVPD basis.

```
91
C40H40CaN9S (the ωB97M-V functional and the def2-TZVPD basis)
Ca 0.174 -0.602 0.563
C -1.735 -3.594 -1.950
C -2.615 -3.212 -0.742
C -2.049 -3.584 0.601
C -2.749 -4.447 1.438
C -2.245 -4.749 2.691
C -1.037 -4.198 3.074
C -0.389 -3.361 2.182
N -0.876 -3.046 0.979
N -1.346 -2.456 -2.767
C -2.462 -1.881 -3.495
C -3.311 -0.834 -2.798
C -4.489 -0.428 -3.419
C -5.244 0.574 -2.839
C -4.800 1.146 -1.659
C -3.620 0.677 -1.107
N -2.894 -0.301 -1.655
C -0.329 -2.823 -3.746
C 0.948 -3.423 -3.213
C 1.639 -4.324 -4.019
C 2.837 -4.847 -3.568
C 3.296 -4.460 -2.322
C 2.536 -3.562 -1.587
N 1.385 -3.047 -2.018
H -2.278 -4.335 -2.567
H -0.822 -4.065 -1.593
H -3.599 -3.671 -0.848
H -2.746 -2.132 -0.730
H -3.691 -4.863 1.105
H -2.792 -5.404 3.358
H -0.601 -4.405 4.041
H 0.568 -2.915 2.437
H -3.136 -2.674 -3.866
H -2.058 -1.394 -4.388
H -4.796 -0.889 -4.350
H -6.168 0.904 -3.299
H -5.360 1.930 -1.168
H -3.227 1.064 -0.175
H -0.064 -1.915 -4.296
H -0.735 -3.541 -4.482
H 1.239 -4.607 -4.985
H 3.393 -5.551 -4.176
H 4.225 -4.840 -1.918
H 2.860 -3.220 -0.613
S 2.515 -1.444 1.630
C 3.323 0.057 1.146
N 4.477 0.288 1.730
N 5.053 1.521 1.414
C 4.535 2.750 1.724
C 3.219 2.945 2.169
C 2.772 4.216 2.492
C 3.599 5.327 2.380
C 4.903 5.140 1.935
C 5.367 3.878 1.613
N 2.839 0.962 0.252
N 1.753 0.642 -0.439
C 1.446 1.557 -1.434
C 0.591 1.134 -2.462
C 0.210 1.997 -3.474
C 0.690 3.302 -3.506
C 1.567 3.720 -2.507
C 1.950 2.869 -1.486
H 6.055 1.467 1.425
H 2.553 2.100 2.262
H 1.749 4.331 2.835
H 3.237 6.315 2.635
H 5.569 5.990 1.835
H 6.386 3.745 1.264
H 0.253 0.104 -2.455
H -0.462 1.649 -4.252
H 0.396 3.977 -4.300
H 1.956 4.732 -2.526
H 2.622 3.193 -0.703
C 0.719 0.383 3.993
C -0.235 1.529 3.887
C -0.193 2.534 4.830
C -1.096 3.596 4.811
C -2.098 3.613 3.844
C -2.187 2.630 2.880
C -3.307 2.690 1.890
C -1.204 1.555 2.794
N -1.184 0.684 1.810
H 1.369 0.496 4.861
H 1.353 0.292 3.111
H 0.181 -0.564 4.076
H 0.565 2.491 5.605
H -1.034 4.382 5.553
H -2.834 4.412 3.850
H -4.125 3.302 2.275
H -3.675 1.687 1.682
H -2.974 3.127 0.944
```

**Total energy**: -84814.7739 eV
**HOMO-LUMO gap (spin up / spin down)**: 5.69 / 5.19 eV
**Net charge**: -1
**HOMO level (spin up / spin down)**: -3.5 / -3.0 eV



> The lowest total energy belongs to which entry?

C40H40CaN9S



Repeat the second record exactly.
A molecular structure, C40H40CaN9S at a distorted geometry, computed with the ωB97M-V functional and the def2-TZVPD basis.

```
91
C40H40CaN9S (the ωB97M-V functional and the def2-TZVPD basis)
Ca 0.174 -0.602 0.563
C -1.735 -3.594 -1.950
C -2.615 -3.212 -0.742
C -2.049 -3.584 0.601
C -2.749 -4.447 1.438
C -2.245 -4.749 2.691
C -1.037 -4.198 3.074
C -0.389 -3.361 2.182
N -0.876 -3.046 0.979
N -1.346 -2.456 -2.767
C -2.462 -1.881 -3.495
C -3.311 -0.834 -2.798
C -4.489 -0.428 -3.419
C -5.244 0.574 -2.839
C -4.800 1.146 -1.659
C -3.620 0.677 -1.107
N -2.894 -0.301 -1.655
C -0.329 -2.823 -3.746
C 0.948 -3.423 -3.213
C 1.639 -4.324 -4.019
C 2.837 -4.847 -3.568
C 3.296 -4.460 -2.322
C 2.536 -3.562 -1.587
N 1.385 -3.047 -2.018
H -2.278 -4.335 -2.567
H -0.822 -4.065 -1.593
H -3.599 -3.671 -0.848
H -2.746 -2.132 -0.730
H -3.691 -4.863 1.105
H -2.792 -5.404 3.358
H -0.601 -4.405 4.041
H 0.568 -2.915 2.437
H -3.136 -2.674 -3.866
H -2.058 -1.394 -4.388
H -4.796 -0.889 -4.350
H -6.168 0.904 -3.299
H -5.360 1.930 -1.168
H -3.227 1.064 -0.175
H -0.064 -1.915 -4.296
H -0.735 -3.541 -4.482
H 1.239 -4.607 -4.985
H 3.393 -5.551 -4.176
H 4.225 -4.840 -1.918
H 2.860 -3.220 -0.613
S 2.515 -1.444 1.630
C 3.323 0.057 1.146
N 4.477 0.288 1.730
N 5.053 1.521 1.414
C 4.535 2.750 1.724
C 3.219 2.945 2.169
C 2.772 4.216 2.492
C 3.599 5.327 2.380
C 4.903 5.140 1.935
C 5.367 3.878 1.613
N 2.839 0.962 0.252
N 1.753 0.642 -0.439
C 1.446 1.557 -1.434
C 0.591 1.134 -2.462
C 0.210 1.997 -3.474
C 0.690 3.302 -3.506
C 1.567 3.720 -2.507
C 1.950 2.869 -1.486
H 6.055 1.467 1.425
H 2.553 2.100 2.262
H 1.749 4.331 2.835
H 3.237 6.315 2.635
H 5.569 5.990 1.835
H 6.386 3.745 1.264
H 0.253 0.104 -2.455
H -0.462 1.649 -4.252
H 0.396 3.977 -4.300
H 1.956 4.732 -2.526
H 2.622 3.193 -0.703
C 0.719 0.383 3.993
C -0.235 1.529 3.887
C -0.193 2.534 4.830
C -1.096 3.596 4.811
C -2.098 3.613 3.844
C -2.187 2.630 2.880
C -3.307 2.690 1.890
C -1.204 1.555 2.794
N -1.184 0.684 1.810
H 1.369 0.496 4.861
H 1.353 0.292 3.111
H 0.181 -0.564 4.076
H 0.565 2.491 5.605
H -1.034 4.382 5.553
H -2.834 4.412 3.850
H -4.125 3.302 2.275
H -3.675 1.687 1.682
H -2.974 3.127 0.944
```

**Total energy**: -84814.7739 eV
**HOMO-LUMO gap (spin up / spin down)**: 5.69 / 5.19 eV
**Net charge**: -1
**HOMO level (spin up / spin down)**: -3.5 / -3.0 eV